(1)
Formula: C44H44N10Os
Source: OMol25
Level of theory: ωB97M-V with the def2-TZVPD basis set

Charge ... +2
Multiplicity ... 5
LUMO level (spin up / spin down) ... -0.2204 / -0.3016 Eh
E_HOMO (spin up / spin down) ... -12.630 / -13.306 eV

Positions of all 99 atoms, in Å:
Os1 -0.54 0.81 -0.22
N1 9.95 3.72 -1.82
C1 8.96 3.20 -1.56
C2 7.72 2.53 -1.22
C3 7.04 1.76 -2.19
C4 5.85 1.14 -1.85
C5 5.34 1.25 -0.53
C6 6.05 2.02 0.43
C7 7.21 2.68 0.08
C8 4.13 0.57 -0.11
C9 2.28 2.10 -0.33
C10 2.91 3.33 -0.06
C11 1.99 4.18 0.63
C12 0.81 3.46 0.76
N2 0.92 2.21 0.11
C13 1.90 -0.24 -1.01
C14 2.53 -1.54 -1.54
C15 1.96 -1.82 -2.74
C16 0.97 -0.80 -3.05
N3 0.92 0.14 -2.10
H1 7.49 1.69 -3.18
H2 5.31 0.54 -2.60
H3 5.64 2.11 1.45
H4 7.76 3.34 0.77
H5 3.95 3.58 -0.31
H6 2.19 5.19 1.01
H7 -0.11 3.74 1.28
H8 3.37 -2.10 -1.10
H9 2.19 -2.67 -3.39
H10 0.40 -0.73 -3.98
C17 -1.94 -4.45 3.44
C18 -1.12 -5.00 2.29
C19 -0.37 -6.18 2.43
C20 0.35 -6.70 1.35
C21 0.33 -6.04 0.11
C22 -0.42 -4.87 -0.04
C23 -1.16 -4.37 1.02
N4 -1.92 -3.15 0.84
C24 -1.25 -1.97 0.79
N5 -0.14 -1.86 1.57
C25 1.05 -1.24 1.19
C26 0.90 -0.31 0.13
C27 2.86 0.88 -0.90
C28 4.27 -0.24 1.02
C29 3.49 -1.02 1.91
C30 2.16 -1.48 2.04
C31 1.88 -2.26 3.32
N6 -1.67 -0.91 0.07
C32 -2.83 -1.11 -0.75
C33 -2.65 -1.10 -2.14
C34 -3.75 -1.27 -3.01
C35 -5.03 -1.48 -2.48
C36 -5.21 -1.51 -1.08
C37 -4.13 -1.34 -0.20
C38 -4.39 -1.30 1.30
H11 -1.74 -5.04 4.35
H12 -3.02 -4.49 3.25
H13 -1.70 -3.39 3.68
H14 -0.35 -6.68 3.41
H15 0.93 -7.62 1.49
H16 0.89 -6.44 -0.75
H17 -0.44 -4.32 -0.99
H18 -2.76 -3.18 0.26
H19 -0.05 -2.62 2.25
H20 3.29 1.20 -1.87
H21 5.32 -0.23 1.36
H22 4.11 -1.37 2.75
H23 2.76 -2.23 3.97
H24 1.66 -3.33 3.16
H25 1.05 -1.84 3.90
H26 -1.64 -0.92 -2.53
H27 -3.61 -1.21 -4.10
H28 -5.90 -1.64 -3.11
H29 -6.22 -1.67 -0.68
H30 -5.34 -0.78 1.50
H31 -3.58 -0.75 1.82
H32 -4.49 -2.30 1.76
C39 -1.91 3.52 -1.25
N7 -2.93 4.61 -1.34
C40 -3.26 5.03 0.05
N8 -3.75 3.93 0.94
C41 -2.71 2.86 0.95
N9 -2.31 2.33 -0.40
C42 -3.62 1.85 -1.03
N10 -4.70 2.87 -1.11
C43 -4.18 4.02 -1.90
C44 -4.95 3.37 0.26
H33 -0.99 3.95 -0.82
H34 -1.68 3.13 -2.25
H35 -4.04 5.79 -0.01
H36 -2.36 5.48 0.51
H37 -3.08 2.01 1.54
H38 -1.79 3.24 1.42
H39 -4.00 1.01 -0.43
H40 -3.37 1.53 -2.05
H41 -4.96 4.80 -1.91
H42 -3.98 3.71 -2.93
H43 -5.37 2.55 0.87
H44 -5.71 4.17 0.22

=====

(2)
Formula: C5H6O
Source: OMol25
Level of theory: ωB97M-V with the def2-TZVPD basis set

Charge ... 0
LUMO level ... 0.0270 Eh
E_HOMO ... -9.213 eV
Energy above the lowest of the compared OMol25 structures with the same formula, charge and spin ... 110.0 kcal/mol

Positions of all 12 atoms, in Å:
C1 1.17 1.18 -0.25
C2 0.02 0.31 -0.75
C3 -0.34 -0.78 0.19
C4 -0.76 -2.04 0.36
C5 -1.52 -1.16 1.22
O1 -0.86 -0.12 1.67
H1 0.89 1.68 0.69
H2 2.07 0.58 -0.06
H3 1.42 1.95 -0.99
H4 0.28 -0.18 -1.70
H5 -0.87 0.92 -0.93
H6 -2.61 -1.16 1.28

=====

(3)
Formula: C15H25ClN5O2
Source: OMol25
Level of theory: ωB97M-V with the def2-TZVPD basis set

Charge ... +1
LUMO level ... -0.1145 Eh
E_HOMO ... -11.308 eV

Positions of all 48 atoms, in Å:
C1 4.82 -0.51 0.80
O1 4.90 0.80 0.33
C2 3.66 1.31 -0.11
C3 3.37 0.84 -1.53
C4 2.14 1.48 -2.16
C5 0.79 1.08 -1.51
N1 0.88 -0.04 -0.53
C6 -0.01 0.26 0.62
C7 -1.48 0.54 0.30
O2 -2.08 1.39 0.93
Cl1 -2.33 -0.37 -0.95
C8 0.70 -1.27 -1.08
N2 0.16 -2.26 -0.32
N3 1.06 -1.46 -2.32
C9 0.90 -2.71 -3.08
C10 0.51 -2.32 -4.51
N4 1.25 -1.68 -5.30
H1 4.03 -0.64 1.54
H2 4.66 -1.24 0.01
H3 5.76 -0.75 1.26
H4 3.73 2.39 -0.10
H5 2.88 0.99 0.58
H6 3.38 -0.24 -1.60
H7 4.22 1.18 -2.11
H8 2.23 2.55 -2.18
H9 2.10 1.15 -3.19
H10 0.06 0.83 -2.27
H11 0.40 1.96 -1.03
H12 0.35 1.18 1.06
H13 0.06 -0.46 1.42
H14 0.25 -3.19 -0.72
H15 0.62 -2.30 0.58
H16 1.48 -0.71 -2.85
H17 1.84 -3.23 -3.14
H18 0.09 -3.31 -2.69
H19 -0.46 -2.64 -4.85
H20 2.16 -1.46 -4.87
N5 -6.08 0.52 2.86
C11 -4.79 0.84 2.86
C12 -4.12 1.40 3.94
C13 -4.85 1.65 5.10
C14 -6.19 1.33 5.12
C15 -6.76 0.77 3.98
H21 -4.26 0.63 1.93
H22 -3.07 1.64 3.88
H23 -4.37 2.09 5.96
H24 -6.80 1.51 6.00
H25 -7.81 0.50 3.96

=====

(4)
Formula: C21H40Cl30FN2O7S2
Source: OMol25
Level of theory: ωB97M-V with the def2-TZVPD basis set

Charge ... -1
LUMO level ... 0.0640 Eh
E_HOMO ... -7.150 eV
Energy above the lowest of the compared OMol25 structures with the same formula, charge and spin ... 0.0 kcal/mol

Positions of all 103 atoms, in Å:
O1 2.50 1.86 3.02
C1 2.41 2.41 1.97
F1 3.47 2.89 1.31
N1 1.19 2.66 1.32
C2 0.38 1.46 1.44
O2 -0.49 1.34 2.25
S1 0.71 0.05 0.28
O3 2.03 -0.45 0.60
O4 -0.34 -0.90 0.51
N2 0.59 0.77 -1.15
S2 1.47 0.00 -2.30
O5 1.36 -1.43 -2.12
O6 1.04 0.41 -3.62
C3 3.18 0.52 -2.12
C4 4.18 -0.58 -2.51
C5 4.60 -1.48 -1.33
C6 5.14 -0.76 -0.12
O7 6.54 -0.41 -0.26
H1 1.41 2.84 0.33
H2 3.30 1.34 -2.83
H3 3.32 0.96 -1.13
H4 3.66 -1.22 -3.23
H5 5.06 -0.14 -3.10
H6 3.79 -2.17 -1.10
H7 5.42 -2.10 -1.71
H8 4.58 0.13 0.18
H9 5.07 -1.46 0.72
H10 6.78 -0.05 0.60
C7 -2.67 -0.03 -2.40
Cl1 -3.59 1.43 -2.01
Cl2 -3.55 -1.06 -3.55
H11 -1.72 0.26 -2.83
H12 -2.51 -0.59 -1.48
C8 1.62 -4.53 -2.83
Cl3 1.92 -5.99 -1.87
Cl4 3.13 -3.79 -3.36
H13 1.05 -4.81 -3.71
H14 1.08 -3.82 -2.23
C9 -6.85 -2.34 -2.14
Cl5 -6.88 -3.90 -2.97
Cl6 -8.41 -1.51 -2.25
H15 -6.62 -2.51 -1.09
H16 -6.09 -1.72 -2.59
C10 -3.24 2.31 2.78
Cl7 -4.67 1.28 2.69
Cl8 -3.65 4.02 2.58
H17 -2.78 2.17 3.75
H18 -2.55 2.02 1.99
C11 -6.87 2.74 -0.47
Cl9 -7.36 1.21 -1.20
Cl10 -7.88 3.16 0.91
H19 -5.85 2.65 -0.13
H20 -6.94 3.53 -1.22
C12 -2.89 4.13 6.51
Cl11 -1.77 5.33 7.16
Cl12 -2.04 2.79 5.75
H21 -3.50 3.74 7.32
H22 -3.52 4.61 5.76
C13 3.13 4.72 -1.47
Cl13 3.44 5.75 -2.88
Cl14 1.86 3.54 -1.79
H23 4.05 4.19 -1.22
H24 2.83 5.35 -0.64
C14 -7.30 -1.39 3.80
Cl15 -6.86 -0.99 2.14
Cl16 -5.89 -1.91 4.74
H25 -7.73 -0.51 4.27
H26 -8.02 -2.20 3.78
C15 -5.22 0.12 7.91
Cl17 -4.90 1.85 8.00
Cl18 -6.94 -0.24 8.09
H27 -4.89 -0.25 6.94
H28 -4.68 -0.38 8.70
C16 3.69 0.23 -6.32
Cl19 4.59 0.72 -4.88
Cl20 4.73 -0.60 -7.49
H29 2.89 -0.44 -6.02
H30 3.27 1.12 -6.80
C17 7.59 -3.27 0.91
Cl21 7.16 -4.83 0.19
Cl22 6.56 -2.87 2.28
H31 8.62 -3.31 1.24
H32 7.47 -2.49 0.15
C18 -10.55 -4.01 -3.89
Cl23 -10.90 -5.57 -4.65
Cl24 -11.67 -3.67 -2.56
H33 -9.54 -4.03 -3.50
H34 -10.65 -3.23 -4.63
C19 6.67 -4.02 -4.64
Cl25 5.79 -2.52 -4.34
Cl26 5.80 -5.08 -5.76
H35 7.63 -3.78 -5.07
H36 6.80 -4.54 -3.70
C20 10.56 -2.42 -5.34
Cl27 10.19 -4.00 -6.06
Cl28 9.42 -2.00 -4.06
H37 11.56 -2.46 -4.93
H38 10.50 -1.67 -6.12
C21 -3.36 6.79 10.54
Cl29 -3.91 5.30 9.77
Cl30 -4.33 7.19 11.96
H39 -2.33 6.66 10.85
H40 -3.43 7.60 9.82

=====

(5)
Formula: C30H44ClN4O5Si2Sr
Source: OMol25
Level of theory: ωB97M-V with the def2-TZVPD basis set

Charge ... -1
LUMO level ... 0.0828 Eh
E_HOMO ... -4.913 eV
Energy above the lowest of the compared OMol25 structures with the same formula, charge and spin ... 29.4 kcal/mol

Positions of all 87 atoms, in Å:
Sr1 -2.38 0.10 1.15
C1 -2.22 3.25 3.70
Si1 -1.37 3.78 2.11
C2 -1.47 5.67 2.12
C3 0.46 3.46 2.36
C4 -2.12 2.88 0.73
C5 -3.62 2.89 0.87
C6 -4.39 4.08 0.90
C7 -5.76 4.03 1.05
C8 -6.41 2.81 1.17
C9 -5.62 1.68 1.12
N1 -4.29 1.71 0.97
Si2 -1.71 3.25 -1.00
C10 -0.05 2.60 -1.60
C11 -3.00 2.44 -2.11
C12 -1.69 5.06 -1.49
H1 -1.75 3.72 4.58
H2 -2.15 2.17 3.85
H3 -3.28 3.52 3.70
H4 -0.96 6.06 3.01
H5 -2.51 6.03 2.15
H6 -1.00 6.10 1.24
H7 0.81 4.13 3.16
H8 1.06 3.67 1.47
H9 0.66 2.43 2.67
H10 -3.88 5.02 0.78
H11 -6.33 4.96 1.06
H12 -7.48 2.73 1.30
H13 -6.07 0.69 1.21
H14 0.01 1.51 -1.54
H15 0.80 3.02 -1.04
H16 0.08 2.89 -2.65
H17 -3.03 1.36 -1.97
H18 -2.76 2.64 -3.16
H19 -4.00 2.83 -1.90
H20 -0.98 5.63 -0.88
H21 -2.68 5.51 -1.37
H22 -1.39 5.17 -2.54
O1 -4.21 -3.18 1.92
C13 -3.27 -2.42 1.92
O2 -3.15 -1.31 2.61
C14 -2.04 -2.61 0.97
O3 -1.20 -3.47 1.24
O4 -1.98 -1.74 0.02
C15 3.82 -1.09 -1.58
C16 4.62 -1.91 -0.56
C17 5.67 -2.72 -1.34
C18 5.39 -0.96 0.36
C19 3.75 -2.89 0.29
O5 4.66 -3.77 1.00
C20 2.79 -3.75 -0.56
C21 1.41 -3.18 -0.90
C22 0.74 -3.98 -1.99
C23 0.07 -5.16 -1.70
C24 -0.50 -5.94 -2.71
C25 -0.39 -5.52 -4.02
Cl1 -1.09 -6.48 -5.30
C26 0.26 -4.34 -4.35
C27 0.82 -3.58 -3.32
C28 3.10 -2.26 1.53
N2 2.04 -1.28 1.41
C29 0.84 -1.38 1.97
N3 0.13 -0.29 1.75
C30 0.99 0.47 1.00
N4 2.18 -0.07 0.80
H23 4.51 -0.40 -2.08
H24 3.03 -0.50 -1.12
H25 3.38 -1.73 -2.35
H26 6.19 -2.05 -2.03
H27 5.24 -3.52 -1.96
H28 6.42 -3.15 -0.69
H29 6.15 -0.43 -0.21
H30 5.89 -1.52 1.15
H31 4.73 -0.22 0.82
H32 5.04 -4.38 0.36
H33 2.66 -4.70 -0.02
H34 3.30 -4.01 -1.49
H35 1.48 -2.15 -1.23
H36 0.73 -3.18 -0.05
H37 -0.05 -5.46 -0.67
H38 -1.03 -6.85 -2.48
H39 0.31 -4.01 -5.38
H40 1.31 -2.64 -3.57
H41 3.90 -1.85 2.15
H42 2.65 -3.08 2.09
H43 0.49 -2.26 2.49
H44 0.72 1.43 0.61

=====

(6)
Formula: C2H14N2O4
Source: OMol25
Level of theory: ωB97M-V with the def2-TZVPD basis set

Charge ... 0
LUMO level ... 0.0181 Eh
E_HOMO ... -7.724 eV
Energy above the lowest of the compared OMol25 structures with the same formula, charge and spin ... 26.3 kcal/mol

Positions of all 22 atoms, in Å:
N1 -0.20 -0.89 0.99
C1 -0.52 0.47 0.73
C2 -1.28 0.85 -0.30
N2 -1.33 2.19 -0.70
H1 -0.43 -1.57 0.27
H2 -0.53 -1.23 1.88
H3 0.07 1.13 1.36
H4 -1.86 0.12 -0.83
H5 -0.70 2.81 -0.23
H6 -2.21 2.57 -0.99
O1 2.46 1.12 2.92
H7 2.09 1.76 2.28
H8 2.95 1.78 3.42
O2 -2.74 -1.73 -2.32
H9 -2.82 -0.95 -2.88
H10 -1.78 -1.84 -2.25
O3 2.69 -0.47 0.60
H11 1.91 -1.05 0.68
H12 2.70 0.02 1.43
O4 0.27 -1.94 -1.87
H13 0.35 -1.02 -1.63
H14 0.91 -2.13 -2.56

=====

(7)
Formula: C28H27N4PtS
Source: OMol25
Level of theory: ωB97M-V with the def2-TZVPD basis set

Charge ... -1
LUMO level (spin up / spin down) ... 0.0863 / 0.0863 Eh
E_HOMO (spin up / spin down) ... -1.808 / -1.807 eV
Energy above the lowest of the compared OMol25 structures with the same formula, charge and spin ... 0.0 kcal/mol

Positions of all 61 atoms, in Å:
Pt1 -0.89 1.79 0.13
C1 4.23 -2.99 -0.97
C2 3.51 -2.52 0.30
C3 4.26 -3.03 1.54
C4 2.11 -3.15 0.30
C5 3.48 -1.00 0.31
C6 4.69 -0.31 0.21
C7 4.73 1.08 0.19
C8 3.55 1.78 0.23
S1 3.31 3.51 0.18
C9 1.57 3.24 0.22
N1 1.22 1.94 0.29
C10 2.30 1.12 0.31
C11 2.30 -0.28 0.39
C12 0.59 4.25 0.15
C13 0.86 5.63 0.20
C14 -0.19 6.53 0.18
C15 -1.50 6.08 0.09
C16 -1.77 4.72 0.02
C17 -0.76 3.78 0.05
H1 4.24 -4.08 -1.03
H2 5.25 -2.63 -1.00
H3 3.71 -2.60 -1.85
H4 4.30 -4.12 1.53
H5 3.75 -2.70 2.44
H6 5.28 -2.64 1.56
H7 2.20 -4.24 0.25
H8 1.54 -2.82 -0.57
H9 1.55 -2.90 1.20
H10 5.62 -0.85 0.17
H11 5.67 1.60 0.12
H12 1.35 -0.78 0.50
H13 1.88 5.97 0.26
H14 0.02 7.59 0.23
H15 -2.31 6.80 0.08
H16 -2.79 4.38 -0.06
N2 -2.79 1.87 -0.06
C18 -3.65 1.03 -0.55
C19 -3.39 0.12 -1.62
C20 -4.34 -0.76 -2.07
C21 -5.61 -0.80 -1.50
C22 -5.92 0.11 -0.49
C23 -4.99 1.01 -0.05
H17 -2.41 0.16 -2.09
H18 -4.10 -1.45 -2.87
H19 -6.34 -1.53 -1.83
H20 -6.92 0.11 -0.07
H21 -5.22 1.71 0.74
N3 -2.48 -4.27 0.33
C24 -2.02 -2.97 0.33
C25 -1.23 -2.47 -0.71
C26 -0.77 -1.17 -0.65
N4 -1.03 -0.34 0.37
C27 -1.74 -0.83 1.39
C28 -2.24 -2.11 1.42
H22 -2.53 -4.70 -0.58
H23 -3.31 -4.43 0.89
H24 -0.97 -3.09 -1.55
H25 -0.15 -0.77 -1.44
H26 -1.91 -0.15 2.21
H27 -2.80 -2.45 2.28

=====

(8)
Formula: C3H5O5S
Source: OMol25
Level of theory: ωB97M-V with the def2-TZVPD basis set

Charge ... -1
LUMO level ... 0.1252 Eh
E_HOMO ... -4.924 eV
Energy above the lowest of the compared OMol25 structures with the same formula, charge and spin ... 46.7 kcal/mol

Positions of all 14 atoms, in Å:
C1 -0.82 -1.19 0.23
C2 0.35 -0.20 -0.27
C3 0.46 0.98 0.21
O1 -1.89 0.66 -1.18
O2 -3.70 -0.67 -0.33
O3 -1.71 -0.46 1.03
O4 1.53 1.80 -0.01
O5 -3.09 1.46 0.75
S1 -2.69 0.32 -0.07
H1 -1.39 -1.51 -0.71
H2 -0.34 -1.92 0.86
H3 1.11 -0.55 -0.91
H4 -0.35 1.34 0.80
H5 1.66 2.49 0.61

=====

| no. | F_max (eV/Å) | E (eV) |
| --- | --- | --- |
| 1 | 3.6 | -63691.05219 |
| 2 | 0.5 | -7324.51367 |
| 3 | 2.9 | -40020.65727 |
| 4 | 2.5 | -439801.06491 |
| 5 | 3.3 | -77142.79410 |
| 6 | 1.5 | -13470.72299 |
| 7 | 2.8 | -49517.85576 |
| 8 | 4.2 | -24264.95655 |